1.
# C12H17P

One molecule with the formula C12H17P (wB97M-V/def2-TZVPD, the OMol25 dataset).

The geometry in XYZ format:
```
30
Properties=species:S:1:pos:R:3:forces:R:3
H -3.971447 -0.024167 -0.221748 0.682 0.094 -0.462
H -3.332241 0.417505 1.403552 -0.722 -1.035 -0.858
H -1.766125 -1.026898 -0.691510 -0.188 -0.123 2.453
H 0.999257 -1.294683 -2.216598 0.330 -0.202 -0.188
H 3.906377 0.465232 1.249702 0.250 0.137 0.290
C 0.900083 -0.631219 -1.369516 -0.765 0.226 -0.150
C -3.413029 -0.415275 0.625374 -0.240 0.705 2.053
C 0.123788 0.437725 -1.505312 2.047 -0.279 4.387
H 0.040997 -2.741531 -0.543263 0.942 -1.195 1.065
H 1.308722 -3.200508 0.933012 -1.439 0.996 -0.656
P -0.696207 0.159477 1.324635 0.995 -0.829 -2.515
C -0.096398 1.291702 -0.213782 -1.182 -1.178 0.047
H -4.046976 -1.203474 0.999058 -0.413 -0.119 0.496
H 3.228588 2.391734 0.483604 -0.642 0.779 0.168
C -2.011285 -0.964686 0.472330 2.669 -1.233 -2.008
H -1.119486 3.062717 0.118113 -0.195 1.653 1.101
C 2.927574 0.418882 0.799684 0.929 0.066 1.168
H 1.007473 3.085604 -0.086229 -0.095 2.022 -0.033
C 1.112702 2.095368 0.207486 1.751 -2.134 -0.865
C 2.384015 -0.795170 0.812714 -0.846 -1.584 -1.183
H 2.889156 -1.622244 1.426018 -0.821 1.205 -1.093
H 1.799261 -3.117831 -0.607810 0.897 -0.554 -1.694
H -1.741965 -2.043169 0.934878 -1.219 2.362 -1.013
C 2.391464 1.700944 0.500652 -1.058 0.259 -0.978
C -1.252313 2.237047 -0.501858 -0.998 -0.093 -2.272
C 1.258755 -1.187682 -0.063534 1.157 0.036 2.911
C 1.047801 -2.659979 -0.032091 -1.517 -0.183 0.636
H -0.341333 0.713186 -2.366052 -1.051 0.894 -2.431
H -1.299263 2.658699 -1.604994 0.259 -0.919 1.993
H -2.237939 1.792682 -0.266518 0.481 0.225 -0.370
```
Forces are in eV/Å.

Computed properties:
* E: -22002.78253 eV
* multiplicity: 1

---

2.
# C12H18

A 2-piece molecular cluster, C12H18 overall (wB97M-V/def2-TZVPD, the OMol25 dataset).

The geometry in XYZ format:
```
30
Properties=species:S:1:pos:R:3:forces:R:3
C -1.064092 1.846751 2.091681 0.027 -0.052 0.131
C 0.877464 -1.664113 0.141180 -0.054 0.220 -0.671
H -1.110717 -2.574366 0.282607 0.429 0.024 0.406
C 0.786033 -1.272632 -1.147809 0.039 -0.193 0.680
C -0.357211 -1.636063 -2.066690 -0.111 -0.188 0.228
H 0.217585 -3.487243 1.064637 -0.199 0.276 0.075
H -1.027878 -2.399837 -1.638336 0.305 0.378 -0.336
H 1.292063 0.412511 -2.356618 0.288 -0.222 0.073
C -1.431164 2.558375 -0.581728 -0.009 0.021 -0.142
H 0.800735 2.938840 1.971118 -0.432 -0.156 -0.258
H 2.337126 -1.020035 -2.611479 -0.127 0.300 0.123
C -2.210424 1.434699 1.411084 -0.095 -0.097 0.064
C 2.044945 -1.343380 1.045362 0.148 0.123 -0.250
H 0.062184 -2.025164 -3.009730 -0.278 0.142 0.215
H -0.949992 -0.733407 -2.291261 0.132 -0.300 -0.065
H 2.901451 -0.907125 0.504369 -0.375 -0.254 0.379
C -0.284824 2.970425 0.098865 0.111 0.067 -0.074
C 1.814267 -0.416736 -1.850394 0.145 0.038 0.281
H -0.919672 1.566757 3.143517 -0.070 0.135 -0.501
C -0.101287 2.614610 1.435572 0.128 0.030 0.065
H -1.575587 2.838359 -1.633565 0.069 -0.132 0.502
H 2.564146 0.007822 -1.161900 -0.366 -0.134 -0.444
H 0.472783 3.574643 -0.417418 -0.363 -0.292 0.248
H 2.375256 -2.275460 1.533976 -0.017 0.377 -0.036
C -0.174988 -2.477307 0.858453 -0.187 0.035 -0.256
H -3.295987 1.466276 -0.461174 0.433 0.154 0.257
C -2.393962 1.790514 0.074375 -0.113 -0.058 -0.074
H 1.722281 -0.632794 1.824832 0.180 -0.251 -0.125
H -2.968035 0.830472 1.927362 0.365 0.289 -0.249
H -0.402500 -1.985392 1.819111 -0.004 -0.279 -0.245
```
Forces are in eV/Å.

Computed properties:
* E: -12735.53925 eV
* multiplicity: 1

---

3.
# C12H18AlF6O9P

C12H18AlF6O9P as an isolated structure (wB97M-V/def2-TZVPD, the OMol25 dataset).

The geometry in XYZ format:
```
47
Properties=species:S:1:pos:R:3:forces:R:3
F 2.321821 -0.537656 -2.692095 -0.395 0.211 -0.548
H 3.078171 -4.921886 5.077685 -0.565 0.206 -0.185
H -2.279539 -7.821476 -1.227035 0.027 -0.240 -0.233
H -4.448129 -6.937356 -1.116525 -0.027 0.336 0.411
C -0.721599 9.152334 -1.804315 0.201 1.375 -0.206
C -4.468949 -6.816746 -3.256715 -0.243 1.069 -0.075
H 0.215581 9.363164 -2.319435 0.293 0.019 -0.457
O 3.959581 -2.064426 4.257795 -0.059 0.829 -0.909
H 4.158291 -1.939476 6.928645 0.219 0.232 -0.803
F 2.907011 1.665664 -3.184575 -0.809 -0.440 0.259
C -3.836149 -6.464846 -1.884855 0.400 -0.245 -1.468
C -2.468379 -4.835346 -1.077365 0.386 1.313 0.287
C 3.687911 -4.346296 4.381255 -0.270 -0.411 -0.193
P 1.529691 0.850504 -2.882765 0.068 0.616 -0.018
H -5.542719 -6.631146 -3.282445 0.017 -0.247 0.296
H -1.707969 9.157954 -3.571155 -0.578 0.202 -0.234
C 4.350661 -3.187166 5.045055 -0.060 1.502 0.385
Al -1.684859 1.137254 1.102905 0.202 -0.013 -0.250
H 5.430401 -3.252066 4.910715 0.306 0.148 0.330
H 2.869411 -3.089556 6.636735 -0.004 -0.140 -0.171
O -3.678859 -5.040176 -1.678255 0.554 -0.365 0.577
H 4.406411 -5.076286 4.008495 -0.031 0.108 -0.667
O -0.827509 7.785504 -1.728375 -0.215 -2.764 -0.773
H -2.834489 9.392494 -2.204125 0.072 -0.169 0.159
C -2.387149 -6.906926 -1.810245 -0.756 -2.641 -0.204
H -4.257479 -7.842316 -3.559355 -0.019 -0.075 0.400
O -0.797589 8.377494 0.323325 0.149 1.128 1.914
F 1.290011 0.651384 -4.435005 -0.027 -0.277 0.358
O -1.668069 -5.938106 -1.185615 -0.032 3.071 1.066
C 3.009791 -2.413036 3.381915 -0.007 -0.288 0.930
H 0.348641 10.074344 -0.160315 0.011 -0.224 0.410
H -1.948379 -7.062206 -2.795875 -0.022 -0.113 -0.352
F 0.673961 2.260294 -2.898105 0.424 -0.162 -0.181
H 4.528631 -3.596526 7.059065 -0.346 -0.287 0.354
H -1.879499 10.741324 -2.805515 0.356 -0.030 0.181
F 0.077781 0.137534 -2.534175 0.591 -0.156 -0.130
H -4.072839 -6.168296 -4.038195 0.332 0.042 0.095
O -2.144189 -3.790966 -0.540815 -0.599 -1.863 -0.809
C -0.609049 9.607264 -0.389975 -0.768 0.014 0.128
O 2.258271 -1.664096 2.831335 0.075 0.337 -0.290
C -0.995339 7.362514 -0.472215 1.035 -1.484 0.658
C -1.865299 9.667254 -2.620385 -0.293 0.157 -1.121
O -1.142819 6.214824 -0.074745 -0.357 1.639 -1.176
F 1.740401 1.086254 -1.299945 -0.071 0.217 0.559
C 3.930061 -2.901616 6.470055 0.580 -0.846 1.039
O 2.925541 -3.734036 3.306425 0.145 -1.373 0.158
H -1.431199 10.294684 -0.190895 0.109 0.082 0.503
```
Forces are in eV/Å.

Computed properties:
* E: -63333.07583 eV
* charge: +2
* multiplicity: 1

---

4.
# C12H18BF6N7O5S2V

C12H18BF6N7O5S2V as an isolated structure (wB97M-V/def2-TZVPD, the OMol25 dataset).

The geometry in XYZ format:
```
52
Properties=species:S:1:pos:R:3:forces:R:3
H 15.681871 14.047728 -15.011030 -0.012 0.032 -0.018
S 11.522891 11.579403 -16.465667 3.500 3.671 6.196
H 13.381358 12.762891 -20.128359 0.009 0.057 0.069
H 10.633814 10.801298 -23.360894 0.319 0.252 0.046
C 13.831105 13.563839 -20.714680 0.054 0.025 0.060
O 11.213145 10.921808 -19.185764 0.008 0.976 1.649
C 15.500777 9.105136 -19.493424 0.358 -0.006 -0.011
C 13.699819 14.584629 -15.459655 -0.398 0.025 0.158
N 12.669196 14.974011 -15.122900 0.467 -0.273 -0.170
C 6.924540 11.728426 -15.222873 -0.686 -0.698 0.466
H 6.111974 11.023699 -15.415111 -0.326 0.425 -0.315
O 11.271000 8.651307 -14.460372 0.753 -1.583 -3.329
N 14.284652 15.634583 -19.194252 -0.039 -0.618 -0.409
H 13.136323 13.843116 -21.505450 0.139 -0.039 -0.100
C 6.520317 14.296181 -18.412654 0.511 0.012 -0.380
N 10.930383 10.028096 -16.824163 2.146 1.776 2.842
C 7.929696 14.433705 -18.834539 -0.186 -0.303 0.109
C 10.968336 10.417947 -22.400259 -1.414 -0.728 0.758
F 12.916153 5.736225 -18.615579 -0.202 0.533 0.559
O 10.535650 12.608247 -16.308214 0.131 -1.764 -1.167
V 11.367266 8.195385 -15.977120 -1.371 1.947 1.979
H 7.169157 12.270575 -16.132242 0.515 -0.399 -0.032
B 11.730648 6.458596 -18.498266 0.778 -3.815 -2.566
H 14.338846 10.626450 -20.404679 0.371 -0.158 -0.144
N 5.445181 14.236997 -18.013171 0.106 -0.099 -0.052
O 8.963825 11.080332 -18.078684 2.223 0.591 0.817
F 12.069192 7.646703 -17.749895 0.476 1.851 1.499
F 11.245037 6.725803 -19.735295 -0.308 0.801 0.587
H 11.772584 10.956832 -21.908405 0.334 -0.246 -0.427
H 8.392315 13.491615 -19.128255 -0.337 -0.273 0.342
H 10.129898 10.475529 -21.697487 -0.143 0.687 -0.132
F 9.905000 9.068422 -18.657219 0.505 0.099 0.693
C 7.929559 10.834493 -14.635463 -0.032 1.372 -0.644
C 11.082558 8.962159 -22.471882 1.000 -0.338 -0.280
O 12.806758 11.930068 -16.976323 -0.686 -0.963 -1.506
F 10.832182 5.737379 -17.697695 -0.309 0.974 0.936
N 11.162008 7.815945 -22.526914 -0.116 0.404 -0.053
H 14.630003 10.888265 -18.709122 -0.048 -0.281 0.250
N 16.315729 8.297504 -19.509868 -0.028 0.068 0.029
H 8.457469 14.812521 -17.960378 0.262 0.198 -0.245
H 6.559760 12.461536 -14.505102 0.155 -0.133 0.193
F 11.989281 11.315941 -14.967360 -0.941 -0.929 -0.295
C 15.026117 14.132436 -15.875831 0.009 0.272 -0.158
C 14.458196 10.110721 -19.450757 -0.626 0.153 -0.533
H 15.420037 14.874510 -16.570777 0.109 -0.013 0.049
H 14.784283 13.228214 -21.121872 -0.137 -0.101 -0.193
N 8.713580 10.140780 -14.176546 0.460 -0.633 0.102
H 14.991225 13.178507 -16.398094 -0.196 -0.015 0.100
H 13.501394 9.602686 -19.326365 -0.024 0.131 0.408
S 10.312555 10.555678 -18.125554 -6.787 -4.012 -8.671
C 14.093627 14.720638 -19.871125 -0.058 0.674 0.647
H 8.060323 15.059458 -19.715437 -0.286 0.418 0.286
```
Forces are in eV/Å.

Computed properties:
* ⟨S²⟩: 0.810
* E: -97742.43231 eV
* multiplicity: 2